[1]
The following is a quantum chemistry calculation of the molecule C3H7FN2O2S in a non-equilibrium geometry, from the Open Molecules 2025 dataset.

Bonds (Å) are listed after each position.
Positions of all 16 atoms, in Å:
1 C 2.26 -1.14 0.04  C2 1.517, H10 1.186, H11 1.190
2 C 1.55 0.18 -0.16  C1 1.517, C3 1.665, H12 1.194
3 C 0.40 0.75 0.90  C2 1.665, N4 1.542, H13 1.194, H14 1.193
4 N -0.96 0.86 0.18  C3 1.542, N5 1.386, S6 1.747
5 N -0.69 1.20 -1.14  N4 1.386, H15 1.043, H16 1.043
6 S -1.87 -0.63 0.31  N4 1.747, O7 1.562, O8 1.573, F9 1.744
7 O -1.16 -1.82 -0.40  S6 1.562
8 O -2.17 -1.00 1.81  S6 1.573
9 F -3.42 -0.31 -0.43  S6 1.744
10 H 1.70 -2.15 0.29  C1 1.186
11 H 3.44 -1.08 -0.11  C1 1.190
12 H 1.92 0.80 -1.11  C2 1.194
13 H 0.64 1.87 1.24  C3 1.194
14 H 0.34 0.03 1.85  C3 1.193
15 H -0.79 0.40 -1.80  N5 1.043
16 H -1.19 2.06 -1.45  N5 1.043

## Properties
**F_max**: 7.2 eV/A
**SMILES string**: C=CCN(N)S(=O)(=O)F
**Frontier orbital gap**: 8.2 eV

These are the natural (NBO) partial charges, in e, on atoms 1 to 2:
1. C -0.41
2. C -0.25

[2]
The following is a quantum chemistry calculation of the molecule C3H7FO in a non-equilibrium geometry, from the Open Molecules 2025 dataset.

Bonds (Å) are listed after each position.
Positions of all 12 atoms, in Å:
1 C -1.28 0.22 -0.46  C2 1.557, H4 1.086, H5 1.071, H6 1.099
2 C 0.17 0.70 -0.18  C1 1.557, C3 1.458, H7 1.109, F12 1.352
3 C 0.91 -0.25 0.64  C2 1.458, H8 1.131, H9 1.037, O11 1.362
4 H -1.79 -0.18 0.41  C1 1.086
5 H -1.30 -0.57 -1.20  C1 1.071
6 H -1.80 1.06 -0.94  C1 1.099
7 H 0.74 0.93 -1.10  C2 1.109
8 H 0.34 -0.53 1.58  C3 1.131
9 H 1.78 0.22 0.96  C3 1.037
10 H 0.79 -2.14 -0.06  O11 0.951
11 O 1.31 -1.34 -0.07  C3 1.362, H10 0.951
12 F 0.13 1.90 0.44  C2 1.352

## Properties
**Energy relative to the best compared isomer or geometry (same formula, charge and spin)**: 26.3 kJ/mol
**F_max**: 2.8 eV/A
**SMILES string**: C[C@@H](F)CO
**Frontier orbital gap**: 11.4 eV

These are the natural (NBO) partial charges, in e, on atoms 1 to 2:
1. C -0.65
2. C 0.19

Copy entry 1 word for word.
The following is a quantum chemistry calculation of the molecule C3H7FN2O2S in a non-equilibrium geometry, from the Open Molecules 2025 dataset.

Bonds (Å) are listed after each position.
Positions of all 16 atoms, in Å:
1 C 2.26 -1.14 0.04  C2 1.517, H10 1.186, H11 1.190
2 C 1.55 0.18 -0.16  C1 1.517, C3 1.665, H12 1.194
3 C 0.40 0.75 0.90  C2 1.665, N4 1.542, H13 1.194, H14 1.193
4 N -0.96 0.86 0.18  C3 1.542, N5 1.386, S6 1.747
5 N -0.69 1.20 -1.14  N4 1.386, H15 1.043, H16 1.043
6 S -1.87 -0.63 0.31  N4 1.747, O7 1.562, O8 1.573, F9 1.744
7 O -1.16 -1.82 -0.40  S6 1.562
8 O -2.17 -1.00 1.81  S6 1.573
9 F -3.42 -0.31 -0.43  S6 1.744
10 H 1.70 -2.15 0.29  C1 1.186
11 H 3.44 -1.08 -0.11  C1 1.190
12 H 1.92 0.80 -1.11  C2 1.194
13 H 0.64 1.87 1.24  C3 1.194
14 H 0.34 0.03 1.85  C3 1.193
15 H -0.79 0.40 -1.80  N5 1.043
16 H -1.19 2.06 -1.45  N5 1.043

## Properties
**F_max**: 7.2 eV/A
**SMILES string**: C=CCN(N)S(=O)(=O)F
**Frontier orbital gap**: 8.2 eV

These are the natural (NBO) partial charges, in e, on atoms 1 to 2:
1. C -0.41
2. C -0.25